Entry 1:
8 unconnected molecules or ions with the total composition C14H43F6NO8P at a distorted geometry. Source: the Open Molecules 2025 dataset; level of theory: ωB97M-V/def2-TZVPD.

Summary:
LUMO level ... 2.180 eV
Total charge ... -1
Energy ... -58680.498 eV

Each line ends with the Mulliken charge.
Atoms and positions in Å:
P -0.1820 -0.5591 -1.3583  1.19
F -1.2644 0.5695 -0.8740  -0.36
F 0.8442 0.0387 -0.2554  -0.36
F -0.7604 -1.7279 -0.3229  -0.37
F 1.0339 -1.5008 -1.8098  -0.36
F -1.2834 -1.1024 -2.4954  -0.37
F 0.3603 0.6009 -2.4083  -0.38
C 0.0798 7.7184 2.4062  -0.89
O -0.4971 7.0214 1.2271  -0.26
C 0.4770 6.1086 0.7595  -0.52
C 0.0128 5.6481 -0.6378  -0.80
N -1.4221 5.3356 -0.6662  -0.19
C -1.9629 5.6942 -1.9651  -0.61
C -3.4624 5.4922 -2.0402  -0.68
O -4.2084 5.9987 -0.9806  -0.25
C -5.6220 5.9373 -1.0747  -0.82
H 1.0927 8.0566 2.1874  0.32
H 0.2245 7.0904 3.2853  0.33
H -0.3319 8.7143 2.5698  0.32
H 0.5004 5.2057 1.3697  0.30
H 1.4913 6.5077 0.7573  0.38
H 0.4787 4.6949 -0.8876  0.42
H 0.4153 6.3102 -1.4044  0.38
H -1.5247 4.3434 -0.5070  0.26
H -1.7204 5.0234 -2.7894  0.29
H -1.7891 6.7208 -2.2874  0.43
H -3.4780 4.4025 -2.0619  0.31
H -3.8657 5.8981 -2.9679  0.37
H -6.0301 6.2433 -2.0380  0.31
H -6.1085 6.6155 -0.3737  0.26
H -5.9936 4.9126 -1.0858  0.33
C 1.1463 -1.9605 -6.5781  -0.55
O 2.2441 -1.3878 -5.9420  -0.48
H 0.5037 -1.1806 -6.9866  0.20
H 1.6864 -2.4148 -7.4088  0.22
H 0.5567 -2.7109 -6.0514  0.30
H 2.1073 -1.7177 -5.0509  0.32
C 6.2340 2.1714 -0.2069  -0.58
O 7.2001 2.7401 0.5796  -0.50
H 5.2795 1.9479 0.2695  0.24
H 6.0602 2.9017 -0.9972  0.28
H 6.5007 1.3370 -0.8556  0.26
H 8.0194 2.7639 0.0798  0.30
C -2.4614 -4.0466 5.4112  -0.63
O -3.1295 -3.5812 4.1979  -0.49
H -2.4055 -5.1256 5.5554  0.29
H -1.3806 -3.9053 5.4115  0.24
H -2.6250 -3.4660 6.3191  0.27
H -2.5729 -3.6049 3.4160  0.31
C 4.7300 -0.9942 3.9545  -0.58
O 4.5839 -2.0874 4.8416  -0.49
H 5.3033 -0.2675 4.5301  0.28
H 5.3534 -1.0638 3.0630  0.26
H 3.7538 -0.5343 3.8002  0.25
H 5.4096 -2.5745 4.7903  0.29
C 2.3315 -7.7770 0.7383  -0.95
C 2.6480 -6.2304 0.7667  -0.22
O 1.6222 -5.7731 1.6207  -0.49
H 2.6633 -8.0457 -0.2646  0.31
H 1.2571 -7.9606 0.7389  0.27
H 2.7996 -8.3345 1.5496  0.27
H 2.5785 -5.6423 -0.1483  0.29
H 3.6616 -6.1260 1.1538  0.26
H 1.9134 -4.9621 2.0440  0.27
C -5.0036 -5.8379 -0.0286  -0.95
C -3.8221 -6.1855 -0.9100  -0.21
O -3.8590 -5.3271 -2.0519  -0.52
H -5.9019 -6.3665 -0.3476  0.26
H -5.2604 -4.7787 -0.0467  0.30
H -4.9867 -6.0810 1.0338  0.34
H -3.9467 -7.2503 -1.1071  0.25
H -2.8914 -6.0513 -0.3587  0.21
H -3.4049 -4.5213 -1.7948  0.32


Entry 2:
A molecular structure, C12H29ClFIInO3 at a distorted geometry. Source: the Open Molecules 2025 dataset; level of theory: ωB97M-V/def2-TZVPD.

Summary:
Relative energy (zero: lowest compared OMol25 entry of this formula, charge and spin) ... 50.4 kcal/mol
LUMO level ... 2.695 eV
Total charge ... -1
Energy ... -47573.362 eV

Each line ends with the Mulliken charge.
Atoms and positions in Å:
C -1.1518 2.0662 -3.1714  -0.84
C 0.0224 0.9695 -2.7201  0.05
O 0.3858 1.0527 -1.2972  -0.34
C -0.4936 0.2364 -0.4442  0.23
C -0.2794 -1.4010 -0.6341  -0.78
In -1.9779 -2.2974 -1.9166  1.08
F -1.1562 -2.7550 -3.8379  -0.74
Cl -2.9476 -4.3528 -0.8656  -0.59
I -4.1539 -0.4447 -2.1518  -0.44
H -2.1782 1.5437 -3.4039  0.12
H -0.8201 2.5842 -4.1944  0.31
H -1.2339 2.9456 -2.3917  0.21
H 0.9880 1.2941 -3.3416  0.15
H -0.2592 -0.1002 -3.1018  0.11
H -1.6356 0.5453 -0.4909  -0.01
H -0.1610 0.4573 0.6807  -0.01
H 0.7179 -1.5428 -1.2513  0.14
H -0.1713 -1.9784 0.3845  0.34
C 3.6832 0.0382 -1.9195  -0.75
C 4.1293 0.5021 -0.5445  -0.38
O 3.9518 -0.4832 0.4731  -0.44
C 4.6564 -1.7100 0.2978  -0.29
C 6.1642 -1.5389 0.2309  -1.05
H 2.6312 -0.2644 -1.8999  -0.05
H 3.8027 0.8449 -2.6509  0.40
H 4.2632 -0.8183 -2.2696  0.33
H 3.5244 1.3662 -0.2502  0.32
H 5.1693 0.8458 -0.5591  0.33
H 4.2790 -2.2386 -0.5838  0.27
H 4.4108 -2.3372 1.1610  0.36
H 6.4688 -0.9281 -0.6227  0.26
H 6.6552 -2.5128 0.1373  0.39
H 6.5338 -1.0435 1.1356  0.27
C -4.9736 -0.3765 2.2914  -0.98
C -3.4901 -0.5258 2.5770  -0.36
O -2.6893 0.4870 1.9679  -0.29
C -2.9629 1.8309 2.3565  -0.31
C -2.7790 2.0816 3.8432  -1.13
H -5.1591 -0.3802 1.2124  0.19
H -5.5339 -1.2004 2.7467  0.39
H -5.3738 0.5587 2.6887  0.27
H -3.1467 -1.4820 2.1685  0.34
H -3.2946 -0.5639 3.6541  0.29
H -3.9663 2.1213 2.0278  0.32
H -2.2625 2.4648 1.8028  0.32
H -3.4641 1.4811 4.4468  0.26
H -2.9618 3.1350 4.0784  0.38
H -1.7598 1.8234 4.1517  0.31


Entry 3:
2 unconnected molecules or ions with the total composition C10H10B3F5O7S. Source: the Open Molecules 2025 dataset; level of theory: ωB97M-V/def2-TZVPD.

Summary:
LUMO level ... 0.120 eV
SMILES ... FC(F)(F)c1cccc(C(F)(F)B2OBOBO2)c1.O=S1(=O)OCCO1
Energy ... -51323.296 eV

Each line ends with the Mulliken charge.
Atoms and positions in Å:
F 1.9057 2.4977 0.5320  -0.28
C 0.6305 2.0256 0.5535  0.92
F 0.5634 1.1172 1.5660  -0.25
F -0.1667 3.0695 0.9124  -0.28
C 0.2320 1.4275 -0.7620  0.26
C -0.3160 2.2413 -1.7478  -0.69
C -0.6593 1.6898 -2.9760  -0.75
C -0.4522 0.3370 -3.2174  -0.75
C 0.0913 -0.4718 -2.2237  -0.06
C 0.3620 -1.9310 -2.4880  1.02
F 0.1734 -2.6467 -1.3281  -0.31
F -0.5512 -2.4151 -3.4057  -0.33
B 1.8525 -2.2200 -3.0325  0.45
O 2.5122 -1.2253 -3.7163  -0.41
B 3.8651 -1.1132 -3.4630  0.53
O 4.5559 -2.2326 -3.0400  -0.53
B 3.8512 -3.2883 -2.5076  0.65
O 2.4941 -3.4004 -2.7743  -0.53
C 0.4352 0.0727 -0.9910  -0.33
H -0.4844 3.2911 -1.5551  0.48
H -1.0886 2.3095 -3.7513  0.41
H -0.7115 -0.0914 -4.1763  0.47
H 4.4218 -0.0724 -3.5551  -0.09
H 4.3662 -4.0729 -1.7846  -0.10
H 0.8461 -0.5594 -0.2156  0.53
O -4.2139 -1.3889 4.8469  -0.53
S -3.8836 -0.0327 5.0956  1.10
O -4.7115 0.7835 5.9059  -0.53
O -3.6160 0.6799 3.6905  -0.32
C -2.3082 1.2698 3.6605  -0.10
C -1.4873 0.3799 4.5717  -0.31
O -2.3877 0.0749 5.6466  -0.33
H -2.3718 2.2911 4.0392  0.29
H -1.9434 1.2758 2.6379  0.10
H -0.6104 0.8762 4.9761  0.31
H -1.1949 -0.5477 4.0767  0.31


Entry 4:
2 unconnected molecules or ions with the total composition C2H7IN3 at a distorted geometry. Source: the Open Molecules 2025 dataset; level of theory: ωB97M-V/def2-TZVPD.

Summary:
Relative energy (zero: lowest compared OMol25 entry of this formula, charge and spin) ... 92.7 kcal/mol
LUMO level ... -3.510 eV
Total charge ... +1
Energy ... -14747.433 eV

Each line ends with the Mulliken charge.
Atoms and positions in Å:
C 1.2547 1.2682 -0.1715  0.25
C 1.3736 0.6016 -1.4118  -0.63
N 1.2634 1.9032 0.8008  0.02
N -0.7819 -0.7499 0.1280  -0.69
N -2.0436 -1.2987 0.5793  -0.35
I 0.6871 -1.4907 1.4530  0.01
H 0.5726 -0.1566 -1.3351  0.41
H 2.2935 0.0008 -1.3268  0.33
H 1.2955 1.4629 -2.1901  0.33
H 1.1426 2.5462 1.5054  0.27
H -2.1223 -0.9632 1.4948  0.35
H -2.2023 -2.3266 0.5295  0.35
H -2.7330 -0.7972 -0.0557  0.34


Entry 5:
4 unconnected molecules or ions with the total composition C6H18ClO3 at a distorted geometry. Source: the Open Molecules 2025 dataset; level of theory: ωB97M-V/def2-TZVPD.

Summary:
Relative energy (zero: lowest compared OMol25 entry of this formula, charge and spin) ... 0.0 kcal/mol
LUMO level ... 3.446 eV
Total charge ... -1
Energy ... -25180.064 eV

Each line ends with the Mulliken charge.
Atoms and positions in Å:
Cl 0.9574 -1.2275 -0.4863  -0.90
C -2.3091 2.6375 1.5450  -1.05
C -0.7701 2.1781 1.5861  -0.33
O -0.2732 1.8795 0.3480  -0.33
H -2.4875 3.6195 1.1070  0.28
H -2.6896 2.6629 2.5661  0.37
H -2.9197 1.8927 1.0347  0.29
H -0.7154 1.3270 2.2648  0.31
H -0.2380 3.0027 2.0606  0.30
H -0.4494 0.9482 0.1959  0.16
C -1.4290 -6.0698 -0.4423  -1.04
C -0.7612 -4.7225 -0.6726  -0.14
O -0.3537 -4.1085 0.5018  -0.45
H -1.0082 -6.5221 0.4557  0.30
H -1.2929 -6.8288 -1.2127  0.30
H -2.4669 -6.0390 -0.1107  0.27
H -1.5022 -3.9969 -1.0084  0.25
H -0.0076 -4.7856 -1.4576  0.31
H 0.1515 -3.3585 0.1793  0.16
C 1.9748 3.9170 -1.3449  -1.00
C 2.7276 2.8115 -0.5118  -0.11
O 2.3830 1.6082 -1.2718  -0.47
H 1.7789 4.8559 -0.8270  0.31
H 1.0035 3.6090 -1.7320  0.26
H 2.7138 4.0882 -2.1277  0.31
H 2.2682 2.5926 0.4521  0.14
H 3.7911 3.0255 -0.4064  0.28
H 1.9238 1.0031 -0.6849  0.21


Entry 6:
2 unconnected molecules or ions with the total composition C12H12ClO3S at a distorted geometry. Source: the Open Molecules 2025 dataset; level of theory: ωB97M-V/def2-TZVPD.

Summary:
Relative energy (zero: lowest compared OMol25 entry of this formula, charge and spin) ... 0.0 kcal/mol
LUMO level ... 3.219 eV
Total charge ... -1
Energy ... -42137.757 eV

Each line ends with the Mulliken charge.
Atoms and positions in Å:
C -2.9285 0.1543 -3.2203  -0.54
C -4.3057 -0.4408 -3.5478  -0.38
C -4.1862 -1.9505 -3.2314  0.44
O -5.0577 -2.7686 -3.5053  -0.65
C -2.8959 -2.1136 -2.5585  -0.44
C -2.1730 -0.9677 -2.5582  -0.64
H -2.4165 0.4630 -4.1545  0.26
H -3.1220 1.0434 -2.6181  0.18
H -5.1141 0.0488 -2.9695  0.29
H -4.4759 -0.3261 -4.6217  0.21
H -2.6610 -3.0722 -2.1390  0.44
H -1.1518 -0.8131 -2.2312  0.73
Cl -1.3470 -0.4568 0.2344  -0.22
C 0.3511 -0.6309 0.3138  -0.62
S 1.3392 0.7781 0.4367  1.09
C 2.3619 0.7423 1.9534  0.13
C 1.8981 1.4204 3.0776  -0.32
C 2.7419 1.5894 4.1783  -0.48
C 4.0362 1.0509 4.1548  -0.36
C 4.4810 0.3313 3.0360  -0.44
C 3.6376 0.1771 1.9298  -0.43
O 2.3354 0.8300 -0.6096  -0.69
O 0.4838 1.9229 0.6746  -0.70
H 0.7785 -1.5731 0.6663  0.39
H 0.8913 1.8150 3.1146  0.41
H 2.3645 2.1149 5.0575  0.33
H 4.6858 1.1544 5.0390  0.31
H 5.4681 -0.1345 3.0255  0.33
H 3.9811 -0.3884 1.0731  0.35


Among the records above, which one has the lowest LUMO level? C2H7IN3